ORCA calculation (wB97M-V/def2-TZVPD) on a molecular structure, C3H6N2O at a distorted geometry.

Each line ends with the natural charge from an NBO analysis.
CARTESIAN COORDINATES (ANGSTROEM)
N: 1.745 0.512 -0.491  -0.765
C: 0.853 0.271 0.433  0.659
O: 0.968 -0.118 1.633  -0.458
C: -0.618 0.192 0.154  -0.266
C: -1.095 -0.297 -1.111  -0.561
N: -0.642 -0.773 1.329  -0.371
H: 2.736 0.353 -0.375  0.418
H: 1.288 0.491 -1.415  0.422
H: -1.068 1.149 0.451  0.217
H: -0.799 -1.319 -1.350  0.186
H: -2.130 -0.055 -1.342  0.192
H: -1.238 -0.406 2.084  0.327

ΔE to the lowest compared entry with this formula, charge and spin = 6.1111 eV
Highest occupied orbital energy (alpha / beta) = -7.999 / -6.707 eV
Total charge = 0
HOMO-LUMO gap (alpha / beta) = 8.7 / 6.3 eV
LUMO energy (alpha / beta) = 0.729 / -0.376 eV



ORCA calculation (wB97M-V/def2-TZVPD) on a molecular structure, C18H32N2O8V at a distorted geometry.

Each line ends with the Löwdin spin population.
CARTESIAN COORDINATES (ANGSTROEM)
V: 0.446 -0.082 -0.201  2.768
C: 2.931 3.153 1.101  0.001
C: 1.937 2.252 0.506  0.001
C: 1.055 2.761 -0.661  -0.004
O: 0.232 1.879 -1.046  0.014
C: 1.315 4.108 -1.150  0.009
C: 2.256 4.897 -0.528  0.002
C: 3.124 4.374 0.655  0.001
O: 4.153 4.973 1.070  0.004
O: 2.418 6.120 -0.915  0.016
O: 1.619 1.211 1.080  0.016
H: 3.542 2.682 1.856  0.000
H: 0.858 4.394 -2.085  0.001
C: 2.111 0.169 -2.976  0.004
O: 1.845 -0.584 -1.787  0.028
C: 2.852 -1.519 -1.506  0.002
C: 3.035 -1.652 0.049  0.004
N: 1.713 -1.678 0.784  0.015
C: 1.148 -3.010 1.017  0.007
C: 0.550 -3.620 -0.270  0.001
O: -0.224 -2.714 -1.021  0.021
C: -0.774 -3.287 -2.191  0.002
H: 1.237 0.787 -3.177  0.000
H: 2.268 -0.544 -3.786  0.000
H: 2.952 0.821 -2.743  0.000
H: 3.808 -1.159 -1.886  0.000
H: 2.576 -2.458 -1.987  0.000
H: 3.577 -0.773 0.398  0.000
H: 3.809 -2.375 0.309  0.000
H: 1.858 -1.402 1.744  0.002
H: 0.362 -2.877 1.760  0.000
H: 1.941 -3.632 1.433  0.001
H: 0.085 -4.543 0.076  0.000
H: 1.264 -3.903 -1.044  0.000
H: -0.003 -3.439 -2.947  0.000
H: -1.549 -2.706 -2.691  0.000
H: -1.174 -4.285 -2.007  0.000
C: -1.646 0.175 -2.704  0.004
O: -1.332 -0.305 -1.376  0.030
C: -2.469 -0.651 -0.616  0.005
C: -2.033 -1.074 0.794  0.010
N: -1.092 -0.159 1.428  0.016
C: -1.723 1.173 1.636  0.006
C: -3.049 1.283 2.425  0.002
O: -3.045 0.537 3.632  0.000
C: -4.084 0.891 4.515  0.000
H: -2.319 1.025 -2.596  0.000
H: -2.307 -0.551 -3.177  0.001
H: -0.876 0.542 -3.382  0.000
H: -3.123 -1.296 -1.203  0.001
H: -3.180 0.157 -0.446  0.000
H: -1.607 -2.077 0.773  0.002
H: -2.903 -1.241 1.428  0.001
H: -1.020 -0.443 2.394  0.002
H: -1.908 1.587 0.645  0.001
H: -1.092 1.898 2.149  0.000
H: -3.826 0.849 1.796  0.000
H: -3.283 2.346 2.480  0.000
H: -4.024 1.937 4.815  0.000
H: -4.165 0.199 5.354  0.000
H: -5.046 0.858 4.005  0.000

Spin multiplicity = 4
Highest occupied orbital energy (alpha / beta) = -6.068 / -6.060 eV
Total charge = 0
HOMO-LUMO gap (alpha / beta) = 5.9 / 5.8 eV
LUMO energy (alpha / beta) = -0.211 / -0.216 eV



ORCA calculation (wB97M-V/def2-TZVPD) on C5H9NO in the gas phase at a distorted geometry.

Each line ends with the natural charge from an NBO analysis.
CARTESIAN COORDINATES (ANGSTROEM)
C: -1.302 -1.232 -0.726  -0.624
C: -0.845 0.021 0.004  0.120
O: -1.604 0.086 1.193  -0.718
C: 0.672 0.028 0.371  -0.347
C: 1.661 0.443 -0.728  -0.598
C: 0.750 0.997 1.474  0.296
N: 0.641 1.820 2.281  -0.346
H: -0.855 -1.321 -1.721  0.212
H: -2.390 -1.191 -0.837  0.232
H: -1.060 -2.125 -0.140  0.214
H: -1.037 0.904 -0.630  0.161
H: -1.323 0.873 1.694  0.487
H: 0.933 -0.966 0.756  0.246
H: 2.643 0.641 -0.286  0.228
H: 1.329 1.362 -1.223  0.218
H: 1.786 -0.340 -1.481  0.221

ΔE to the lowest compared entry with this formula, charge and spin = 1.0450 eV
Highest occupied orbital energy = -10.634 eV
Total charge = 0
HOMO-LUMO gap = 11.5 eV
LUMO energy = 0.854 eV
SMILES = C[C@@H](O)[C@@H](C)C#N



ORCA calculation (wB97M-V/def2-TZVPD) on a molecular structure, C3H6FeO3 at a distorted geometry.

Each line ends with the Löwdin spin population.
CARTESIAN COORDINATES (ANGSTROEM)
O: -1.578 1.592 0.422  0.257
C: -1.900 0.357 0.328  0.011
C: -0.794 -0.592 -0.139  0.009
O: 0.453 0.088 -0.160  0.129
C: 1.548 -0.685 -0.635  0.015
Fe: 0.335 1.974 0.462  4.273
H: -1.043 -0.956 -1.147  0.001
H: -0.727 -1.460 0.535  0.001
H: 2.357 -0.590 0.096  0.002
H: 1.249 -1.738 -0.730  0.003
H: 1.882 -0.299 -1.608  0.002
O: -2.953 -0.133 0.730  0.065
H: 1.171 2.443 1.846  0.234

ΔE to the lowest compared entry with this formula, charge and spin = 1.0885 eV
Spin multiplicity = 6
Highest occupied orbital energy (alpha / beta) = -14.582 / -14.480 eV
Total charge = +1
HOMO-LUMO gap (alpha / beta) = 9.1 / 6.3 eV
LUMO energy (alpha / beta) = -5.476 / -8.189 eV



ORCA calculation (wB97M-V/def2-TZVPD) on a molecular structure, C64H57AsN3O5S2V at a distorted geometry.

Each line ends with the Löwdin spin population.
CARTESIAN COORDINATES (ANGSTROEM)
V: 0.162 -0.740 1.640  2.680
C: -6.183 3.888 -2.187  0.000
C: -4.981 3.009 -1.978  0.000
C: -4.904 1.752 -2.573  0.000
C: -3.803 0.937 -2.363  0.000
C: -2.769 1.383 -1.553  0.000
C: -2.808 2.643 -0.974  0.000
C: -3.913 3.446 -1.191  0.000
S: -1.417 0.244 -1.279  0.005
O: -1.369 0.059 0.238  0.022
C: -0.046 1.309 -1.746  0.002
C: 0.630 2.027 -0.750  0.003
C: 1.750 2.735 -1.070  0.001
C: 2.243 2.746 -2.395  0.000
C: 3.442 3.417 -2.738  0.000
C: 3.914 3.388 -4.018  0.000
C: 3.216 2.682 -5.021  0.000
C: 2.052 2.033 -4.727  0.000
C: 1.532 2.052 -3.409  0.000
C: 0.358 1.328 -3.063  0.000
C: -0.405 0.549 -4.091  0.000
C: -1.289 1.224 -4.983  0.000
C: -1.461 2.630 -4.946  0.000
C: -2.301 3.251 -5.827  0.000
C: -3.020 2.496 -6.777  0.000
C: -2.901 1.137 -6.812  0.000
C: -2.034 0.462 -5.919  0.000
C: -1.905 -0.947 -5.931  0.000
C: -1.061 -1.580 -5.068  0.000
C: -0.298 -0.825 -4.161  0.000
S: 0.732 -1.705 -2.971  0.000
O: 0.230 -3.112 -3.005  0.000
C: 2.296 -1.641 -3.833  0.000
C: 2.537 -2.445 -4.935  0.000
C: 3.807 -2.469 -5.482  0.000
C: 4.841 -1.711 -4.930  0.000
C: 6.236 -1.800 -5.485  0.000
C: 4.571 -0.910 -3.824  0.000
C: 3.304 -0.874 -3.267  0.000
H: -7.100 3.300 -2.205  0.000
H: -6.109 4.409 -3.145  0.000
H: -6.259 4.640 -1.404  0.000
H: -5.718 1.411 -3.202  0.000
H: -3.737 -0.044 -2.823  0.000
H: -1.988 2.995 -0.360  0.000
H: -3.956 4.434 -0.748  0.000
H: 0.229 2.024 0.250  0.002
H: 2.284 3.295 -0.310  0.000
H: 3.983 3.950 -1.965  0.000
H: 4.833 3.901 -4.270  0.000
H: 3.614 2.649 -6.027  0.000
H: 1.522 1.476 -5.489  0.000
H: -0.917 3.204 -4.205  0.000
H: -2.414 4.327 -5.800  0.000
H: -3.675 3.005 -7.472  0.000
H: -3.471 0.553 -7.525  0.000
H: -2.492 -1.518 -6.640  0.000
H: -0.966 -2.659 -5.048  0.000
H: 1.741 -3.060 -5.338  0.000
H: 4.007 -3.102 -6.339  0.000
H: 6.227 -2.034 -6.549  0.000
H: 6.785 -2.595 -4.975  0.000
H: 6.781 -0.869 -5.335  0.000
H: 5.372 -0.336 -3.372  0.000
H: 3.103 -0.286 -2.378  0.000
N: -0.008 -2.655 0.550  0.020
C: 1.371 -3.197 0.513  0.009
C: 2.351 -2.018 0.458  0.012
O: 3.535 -2.205 0.284  0.007
O: 1.790 -0.845 0.621  0.058
H: -0.663 -3.376 0.828  0.003
H: -0.245 -2.431 -0.416  0.003
H: 1.550 -3.841 -0.346  0.001
H: 1.573 -3.764 1.416  0.001
C: -6.550 -0.533 4.289  0.000
C: -6.283 0.612 3.320  0.000
N: -4.874 0.722 2.931  0.000
C: -4.518 0.327 1.574  0.000
C: -4.561 -1.181 1.358  0.000
C: -4.047 1.312 3.828  -0.001
O: -4.425 1.712 4.917  -0.001
C: -2.595 1.517 3.464  -0.002
C: -2.071 2.799 3.605  0.031
C: -0.729 3.010 3.342  -0.001
C: 0.044 1.945 2.922  0.037
N: -0.446 0.704 2.794  0.009
C: -1.737 0.497 3.113  0.033
H: -7.608 -0.555 4.552  0.000
H: -5.977 -0.383 5.203  0.000
H: -6.280 -1.496 3.854  0.000
H: -6.573 1.549 3.796  0.000
H: -6.865 0.491 2.406  0.000
H: -3.526 0.696 1.337  0.000
H: -5.212 0.814 0.883  0.000
H: -3.904 -1.693 2.065  0.000
H: -4.228 -1.415 0.346  0.000
H: -5.571 -1.571 1.491  0.000
H: -2.717 3.602 3.934  0.002
H: -0.293 3.994 3.449  -0.001
H: 1.083 2.064 2.645  0.004
H: -2.083 -0.535 3.084  0.007
C: -0.109 -1.666 7.943  -0.001
C: 0.958 -0.820 7.677  0.000
C: 1.481 -0.737 6.393  -0.001
C: 0.930 -1.498 5.370  -0.001
C: -0.149 -2.338 5.639  0.001
C: -0.661 -2.429 6.923  0.000
As: 1.616 -1.477 3.549  0.036
C: 3.264 -0.476 3.655  0.009
C: 3.428 0.896 3.774  0.001
C: 4.696 1.451 3.670  0.000
C: 5.792 0.632 3.435  0.000
C: 5.636 -0.744 3.358  0.000
C: 4.375 -1.310 3.486  0.001
C: 4.077 -2.755 3.526  0.000
C: 5.016 -3.778 3.554  0.000
C: 4.599 -5.094 3.685  -0.001
C: 3.249 -5.401 3.798  0.000
C: 2.304 -4.385 3.762  0.000
C: 2.721 -3.072 3.621  0.005
H: -0.513 -1.727 8.945  0.000
H: 1.386 -0.224 8.473  0.000
H: 2.325 -0.089 6.191  0.000
H: -0.584 -2.925 4.836  0.001
H: -1.491 -3.091 7.133  0.000
H: 2.582 1.531 3.996  0.000
H: 4.825 2.521 3.777  0.000
H: 6.777 1.070 3.330  0.000
H: 6.504 -1.372 3.198  0.000
H: 6.073 -3.559 3.480  0.000
H: 5.333 -5.889 3.709  0.000
H: 2.936 -6.429 3.926  0.000
H: 1.251 -4.626 3.854  0.000

ΔE to the lowest compared entry with this formula, charge and spin = 0.0000 eV
Spin multiplicity = 4
Highest occupied orbital energy (alpha / beta) = -9.803 / -10.329 eV
Total charge = +1
HOMO-LUMO gap (alpha / beta) = 7.5 / 7.8 eV
LUMO energy (alpha / beta) = -2.312 / -2.559 eV



ORCA calculation (wB97M-V/def2-TZVPD) on C3H3NO in the gas phase at a distorted geometry.

Each line ends with the natural charge from an NBO analysis.
CARTESIAN COORDINATES (ANGSTROEM)
C: 1.005 -0.997 0.379  0.246
C: 0.496 0.331 0.067  -0.061
C: -0.865 0.408 -0.263  -0.079
H: 1.082 1.202 0.418  0.229
H: -1.272 1.300 0.006  0.185
H: -1.520 -0.480 -0.123  0.200
N: 1.003 -2.119 0.815  -0.284
O: 0.070 0.356 -1.299  -0.437

ΔE to the lowest compared entry with this formula, charge and spin = 1.9292 eV
Highest occupied orbital energy = -11.179 eV
Total charge = 0
HOMO-LUMO gap = 12.0 eV
LUMO energy = 0.834 eV
SMILES = N#C[C@@H]1CO1



ORCA calculation (wB97M-V/def2-TZVPD) on a molecular structure, H18O9 at a distorted geometry.

Each line ends with the natural charge from an NBO analysis.
CARTESIAN COORDINATES (ANGSTROEM)
O: 22.205 -6.189 -20.690  -0.919
H: 21.440 -5.887 -20.201  0.456
H: 22.167 -5.710 -21.517  0.492
O: 22.247 -2.581 -20.052  -0.961
H: 21.589 -2.051 -20.501  0.493
H: 23.018 -2.016 -20.004  0.463
O: 24.730 -2.788 -20.889  -0.965
H: 24.311 -3.425 -20.310  0.482
H: 25.301 -2.279 -20.314  0.472
O: 23.289 -2.087 -22.144  -0.925
H: 24.199 -2.048 -21.851  0.527
H: 22.884 -1.303 -21.773  0.507
O: 23.628 -3.042 -24.007  -0.956
H: 23.559 -2.220 -24.494  0.448
H: 23.399 -2.808 -23.108  0.418
O: 22.435 -4.161 -22.074  -0.916
H: 22.979 -3.379 -21.978  0.476
H: 22.084 -4.318 -21.198  0.484
O: 20.975 -2.175 -22.586  -0.987
H: 20.496 -2.605 -23.294  0.486
H: 21.896 -2.349 -22.780  0.472
O: 22.167 -5.232 -23.840  -1.012
H: 22.389 -4.849 -22.992  0.431
H: 21.952 -4.481 -24.394  0.447
O: 23.878 -4.455 -19.593  -0.894
H: 23.038 -4.899 -19.711  0.504
H: 23.810 -4.037 -18.735  0.476

ΔE to the lowest compared entry with this formula, charge and spin = 10.3152 eV
Highest occupied orbital energy = -8.754 eV
Total charge = 0
HOMO-LUMO gap = 8.4 eV
LUMO energy = -0.381 eV